[1]
ORCA calculation (ωB97M-V/def2-TZVPD) on the ion C24H42ClF3N3O7 with charge +1 at a distorted geometry.

Element x y z (Å)
1 Cl -3.596 -0.433 -4.366
2 F -0.657 1.512 4.230
3 F -0.618 -0.557 4.848
4 F -3.206 1.066 3.157
5 O 4.621 2.217 1.793
6 O -1.273 3.604 -0.624
7 O 0.996 -3.162 1.827
8 O -1.264 2.739 1.438
9 O 0.604 -2.309 2.908
10 O -0.478 -0.801 -4.992
11 O 0.311 0.062 -3.085
12 N -1.760 -1.842 -1.532
13 N -1.633 -0.743 0.573
14 N 0.069 -2.283 -0.198
15 C -1.206 -2.794 -2.532
16 C -4.046 1.111 -2.189
17 C -2.658 -1.253 2.868
18 C -0.033 -3.280 0.905
19 C 1.157 -1.283 -0.026
20 C 4.402 1.246 2.791
21 C 2.548 -1.824 -0.394
22 C -2.341 0.079 3.441
23 C 3.245 -0.948 -1.427
24 C -1.229 3.781 0.568
25 C -1.149 5.114 1.228
26 C -1.650 0.681 0.176
27 C 5.223 2.278 -0.561
28 C -1.247 0.355 4.150
29 C -0.022 -0.895 -3.743
30 C 3.473 0.494 -0.925
31 C -3.073 -1.232 -1.836
32 C -0.642 1.561 0.943
33 C -2.799 -1.230 1.347
34 C 5.631 1.862 0.856
35 C 4.795 1.082 -1.413
36 C -1.143 -1.613 -0.409
37 C 0.064 -2.298 -3.220
38 C -3.062 0.043 -2.714
39 H -1.973 -3.029 -3.264
40 H -1.374 0.775 -0.872
41 H -1.957 -2.000 3.236
42 H 0.215 -1.520 2.490
43 H -2.640 1.103 0.345
44 H -0.141 5.510 1.117
45 H -1.832 5.803 0.735
46 H 4.231 0.252 2.358
47 H 0.055 -4.282 0.485
48 H -0.949 -3.699 -1.990
49 H 4.698 1.418 -2.448
50 H 2.727 -0.950 -2.386
51 H 5.603 0.347 -1.395
52 H 1.157 -0.824 0.963
53 H -3.638 -1.048 -0.932
54 H 3.510 1.540 3.340
55 H -3.484 1.906 -1.702
56 H 4.226 -1.393 -1.614
57 H 5.778 0.776 0.887
58 H -3.042 -2.247 1.034
59 H 5.255 1.176 3.471
60 H -3.640 -1.572 3.239
61 H -1.397 5.064 2.284
62 H 2.403 -2.822 -0.817
63 H -3.673 -0.621 1.104
64 H 0.314 -2.962 -4.049
65 H 6.585 2.317 1.135
66 H 6.080 2.779 -1.013
67 H 0.893 -2.342 -2.521
68 H -4.742 0.697 -1.461
69 H -3.625 -1.983 -2.396
70 H 0.151 1.849 0.252
71 H -4.628 1.519 -3.007
72 H -0.870 0.082 -5.095
73 H 4.424 3.017 -0.498
74 H 2.691 1.112 -1.373
75 H 3.421 0.523 0.163
76 H -0.177 1.006 1.752
77 H -2.080 0.500 -2.762
78 H 3.164 -1.925 0.498
79 H 0.936 -0.475 -0.729
80 H -0.991 -3.233 1.431

Calculated values
Molar mass ... 577.06 g/mol
HOMO-LUMO gap ... 0.283 Ha
Electronic energy ... -65035.779 eV
SMILES ... COCCCCCCCN(COO)/C(N(CCOC(C)=O)CCC(F)=C(F)F)=[N+](\CCC(=O)O)C[C@H](C)Cl
Highest occupied orbital energy ... -11.55 eV
Net charge ... +1
Energy relative to the best compared isomer or geometry (same formula, charge and spin) ... 0.0 kcal per mole

Atom charges from the Löwdin analysis, given in e for atoms 1 to 8:
1 Cl 0.686
2 F 0.187
3 F 0.170
4 F 0.101
5 O -0.196
6 O 0.115
7 O -0.083
8 O -0.005

=====

[2]
ORCA calculation (ωB97M-V/def2-TZVPD) on a cluster of 6 separate species, C50H68OP in total at a distorted geometry.

Element x y z (Å)
1 P 2.679 -1.061 -0.708
2 O 2.760 -2.401 -1.766
3 C 1.164 -1.227 0.472
4 C -5.636 0.049 5.678
5 C 0.026 7.398 4.077
6 C -2.660 2.976 -4.873
7 C 4.100 -0.574 1.828
8 C -1.256 -0.522 -7.236
9 C 5.210 -6.811 2.962
10 C -4.720 1.280 3.818
11 C 3.946 4.335 -0.614
12 C -5.114 1.695 -4.563
13 C -2.338 0.980 1.201
14 C -5.763 0.837 3.010
15 C 0.088 7.006 5.412
16 C 0.063 -0.929 -7.427
17 C -3.536 3.168 0.030
18 C -1.014 6.952 3.267
19 C 0.302 2.687 0.053
20 C -4.655 0.884 5.151
21 C 4.303 -1.125 0.329
22 C -0.894 6.170 5.938
23 C 4.721 -7.677 3.937
24 C 0.673 -1.689 -3.135
25 C 2.741 3.252 -0.910
26 C 2.551 0.627 -1.598
27 C 0.516 -2.706 0.475
28 C -3.705 3.249 -5.752
29 C -1.999 6.120 3.795
30 C -1.939 5.731 5.130
31 C 3.443 1.795 -0.922
32 C 3.707 0.187 2.842
33 C 5.216 -8.615 1.361
34 C 2.139 -4.189 3.942
35 C -2.302 -1.314 -7.699
36 C -2.219 2.514 0.724
37 C -0.957 3.247 0.890
38 C 0.861 -3.635 1.747
39 C -4.071 1.424 -3.682
40 C -6.685 -0.386 4.872
41 C 4.473 -9.010 3.621
42 C 4.721 -9.480 2.334
43 C 1.705 3.431 0.349
44 C -2.032 -2.511 -8.357
45 C 2.244 -2.099 -3.100
46 C -6.748 0.006 3.538
47 C -2.843 2.060 -3.839
48 C -0.714 -2.920 -8.543
49 C -4.930 2.606 -5.600
50 C 0.333 -2.130 -8.077
51 C 2.106 -3.168 2.653
52 C 5.456 -7.280 1.674
53 H -3.170 4.054 -0.625
54 H 2.178 2.881 1.266
55 H 4.085 -9.684 4.379
56 H -5.810 1.140 1.969
57 H -6.071 1.196 -4.443
58 H 1.360 -2.451 -8.220
59 H -1.684 0.340 0.473
60 H 4.530 -10.520 2.089
61 H -2.708 5.084 5.541
62 H 0.901 7.351 6.042
63 H 0.363 -0.528 -0.016
64 H 5.835 -6.605 0.913
65 H 2.748 -3.779 4.824
66 H 1.548 4.529 0.648
67 H 5.151 -0.548 -0.208
68 H -3.951 2.361 -0.693
69 H -1.467 0.413 -6.725
70 H 4.318 4.863 -1.565
71 H 4.822 3.744 -0.133
72 H -0.844 5.862 6.977
73 H -1.900 0.799 2.250
74 H 3.629 5.114 0.193
75 H 2.471 -5.254 3.654
76 H 1.413 0.866 -1.643
77 H 1.365 -0.774 1.512
78 H 2.926 -1.356 -3.686
79 H -0.503 -3.855 -9.053
80 H 3.569 0.736 3.847
81 H 3.800 1.582 0.149
82 H -3.563 3.963 -6.557
83 H 5.414 -8.982 0.359
84 H 0.879 -0.309 -7.069
85 H -0.642 -2.552 0.482
86 H 2.321 -3.094 -3.705
87 H 1.038 -4.282 4.300
88 H -0.083 -3.797 2.390
89 H -7.564 -0.335 2.910
90 H 0.420 -0.822 -3.844
91 H -5.584 -0.262 6.717
92 H -2.848 -3.125 -8.723
93 H -0.851 4.167 1.570
94 H -1.058 7.252 2.225
95 H 0.730 -3.330 -0.475
96 H -2.027 1.844 -3.156
97 H 0.221 -1.449 -2.105
98 H -3.330 -0.997 -7.548
99 H -7.453 -1.033 5.284
100 H 4.399 1.907 -1.583
101 H 5.401 -5.771 3.206
102 H 3.138 -3.248 2.143
103 H -1.704 3.475 -4.993
104 H 1.138 -4.693 1.334
105 H -4.289 3.483 0.841
106 H 0.081 -2.613 -3.533
107 H 0.442 1.575 0.358
108 H -3.955 1.934 3.409
109 H -2.813 5.776 3.164
110 H 1.916 -2.118 3.125
111 H 4.532 -7.313 4.941
112 H 0.012 2.727 -1.062
113 H -3.839 1.227 5.781
114 H -4.216 0.715 -2.872
115 H 2.255 3.551 -1.920
116 H 2.885 0.570 -2.715
117 H 0.790 8.052 3.668
118 H -3.413 0.590 1.086
119 H 4.537 -2.264 0.434
120 H -5.742 2.815 -6.289

Calculated values
Molar mass ... 716.07 g/mol
HOMO-LUMO gap ... 0.256 Ha
Electronic energy ... -64272.869 eV
Highest occupied orbital energy ... -9.48 eV
Net charge ... +1
Energy relative to the best compared isomer or geometry (same formula, charge and spin) ... 146.1 kcal per mole

Atom charges from the Löwdin analysis, given in e for atoms 1 to 8:
1 P 1.068
2 O -0.303
3 C -0.243
4 C -0.092
5 C -0.098
6 C -0.104
7 C -0.150
8 C -0.099

=====

[3]
ORCA calculation (ωB97M-V/def2-TZVPD) on a cluster of 2 separate species, C5H10O in total.

Element x y z (Å)
1 O 0.516 -0.467 1.198
2 C 1.262 1.047 -0.360
3 C 1.083 0.730 1.109
4 C 0.156 0.233 -1.040
5 C -0.032 -0.941 -0.075
6 C -1.467 -1.368 0.153
7 H 0.401 -0.107 -2.050
8 H 2.254 0.668 -0.642
9 H -0.265 1.854 1.321
10 H -2.058 -0.522 0.520
11 H -1.523 -2.180 0.884
12 H -0.761 0.832 -1.087
13 H -1.910 -1.718 -0.786
14 H 0.585 -1.799 -0.364
15 H 0.526 1.620 1.791
16 H 1.234 2.117 -0.573

Calculated values
Molar mass ... 86.13 g/mol
HOMO-LUMO gap ... 0.328 Ha
Electronic energy ... -7390.702 eV
Highest occupied orbital energy ... -8.07 eV
Energy relative to the best compared isomer or geometry (same formula, charge and spin) ... 93.7 kcal per mole

Atom charges from the Löwdin analysis, given in e for atoms 1 to 8:
1 O -0.094
2 C -0.206
3 C -0.177
4 C -0.150
5 C -0.354
6 C -0.042
7 H 0.116
8 H 0.118

=====

[4]
ORCA calculation (ωB97M-V/def2-TZVPD) on a structure of composition C34H38BrN5OPSSr at a distorted geometry.

Element x y z (Å)
1 Sr 0.042 0.376 -0.765
2 Br 4.817 5.885 -3.388
3 S -3.691 -5.699 1.944
4 P 0.759 1.526 1.826
5 O 1.899 1.006 -1.423
6 N 2.551 -1.797 -0.703
7 N -0.463 2.617 -1.594
8 N -0.577 -1.969 -0.219
9 N -2.344 0.650 -1.199
10 N -2.632 -6.589 -0.267
11 C 1.730 3.040 1.419
12 C 2.075 -5.962 -0.467
13 C -2.271 4.280 -1.572
14 C -1.941 -4.353 0.320
15 C 1.761 0.808 3.204
16 C 2.093 3.960 2.582
17 C -4.161 2.252 -1.350
18 C 2.260 -3.819 0.618
19 C 2.500 2.070 -1.842
20 C -0.789 -2.873 -1.170
21 C 2.425 -3.188 -0.616
22 C -3.240 -0.303 -1.047
23 C 3.917 2.126 -1.885
24 C -1.459 -4.064 -0.955
25 C 2.514 4.335 -2.789
26 C -4.574 3.597 -1.455
27 C 2.076 -5.190 0.688
28 C -0.710 2.247 2.692
29 C -3.639 4.589 -1.532
30 C 3.880 4.346 -2.785
31 C -5.084 1.193 -1.200
32 C -2.723 -5.584 0.614
33 C -1.817 2.976 -1.536
34 C 1.793 3.228 -2.292
35 C 2.279 -5.346 -1.692
36 C -4.625 -0.084 -1.046
37 C 0.368 3.363 -2.250
38 C 1.296 -0.584 3.633
39 C -1.684 -3.420 1.325
40 C -1.006 -2.262 1.011
41 C 4.594 3.232 -2.328
42 C -1.908 1.294 2.739
43 C 2.449 -3.973 -1.770
44 C -2.778 1.932 -1.357
45 H 1.737 1.493 4.052
46 H 1.953 -5.662 1.655
47 H -2.188 0.965 1.734
48 H -6.144 1.414 -1.204
49 H -1.991 -6.581 -1.042
50 H -1.557 5.091 -1.624
51 H 1.932 -7.033 -0.404
52 H 2.790 0.758 2.838
53 H -0.427 2.547 3.702
54 H -5.295 -0.920 -0.903
55 H 1.963 -0.991 4.394
56 H -2.859 -1.308 -0.921
57 H -1.612 -4.731 -1.791
58 H -0.422 -2.629 -2.162
59 H 0.293 -0.556 4.060
60 H 2.626 -3.501 -2.731
61 H -0.985 3.146 2.134
62 H 2.289 -3.226 1.525
63 H -0.022 4.209 -2.825
64 H 1.209 4.291 3.127
65 H 1.292 -1.271 2.785
66 H 4.454 1.249 -1.544
67 H 5.675 3.253 -2.341
68 H -3.168 -7.422 -0.092
69 H 1.140 3.584 0.675
70 H 2.634 2.700 0.906
71 H -1.696 0.411 3.343
72 H -5.634 3.819 -1.453
73 H 2.317 -5.939 -2.597
74 H 2.769 3.472 3.283
75 H -3.945 5.626 -1.562
76 H -0.805 -1.517 1.775
77 H 2.986 -1.360 0.095
78 H 2.600 4.847 2.201
79 H 1.971 5.200 -3.152
80 H -2.027 -3.612 2.331
81 H -2.773 1.791 3.178
82 H 2.961 -1.477 -1.567

Calculated values
Molar mass ... 763.28 g/mol
HOMO-LUMO gap ... 0.257 Ha
Electronic energy ... -136373.844 eV
Highest occupied orbital energy ... -10.06 eV
Net charge ... +1
Energy relative to the best compared isomer or geometry (same formula, charge and spin) ... 28.6 kcal per mole

Atom charges from the Löwdin analysis, given in e for atoms 1 to 8:
1 Sr 1.386
2 Br 0.739
3 S 0.711
4 P 0.905
5 O -0.415
6 N 0.093
7 N -0.033
8 N -0.096

=====

[5]
ORCA calculation (ωB97M-V/def2-TZVPD) on a structure of composition C36H44F5NNbO2 at a distorted geometry.

Element x y z (Å)
1 Nb 4.301 1.969 4.009
2 F -2.620 -0.978 -4.119
3 F 1.190 5.541 -5.255
4 F -0.807 -4.268 1.541
5 F -6.745 -3.097 0.602
6 F 0.337 3.697 4.963
7 O 3.826 2.161 -0.019
8 O 4.192 3.012 1.061
9 N 0.755 -1.741 3.900
10 C -1.787 3.446 4.005
11 C 2.868 3.913 -5.523
12 C -0.047 4.675 2.869
13 C -0.471 1.817 -4.935
14 C -8.228 -6.141 -0.645
15 C 3.686 2.944 -4.959
16 C 3.028 -1.843 2.969
17 C 1.569 -1.580 2.696
18 C 3.930 -1.090 2.031
19 C 5.692 0.633 2.803
20 C -8.014 -4.790 -0.419
21 C -6.337 -6.681 0.732
22 C 1.988 4.594 -4.709
23 C -1.824 -3.027 -1.692
24 C 1.895 4.336 -3.357
25 C -3.534 -2.546 -0.076
26 C 2.708 3.358 -2.803
27 C -6.957 -4.409 0.381
28 C -6.110 -5.333 0.960
29 C -1.546 -3.679 0.580
30 C -2.774 -3.149 0.915
31 C -1.053 -3.627 -0.707
32 C 0.461 1.189 -5.750
33 C -0.688 -0.906 -5.457
34 C -0.915 4.916 1.816
35 C -2.216 4.431 1.852
36 C -1.605 -0.260 -4.656
37 C 0.348 -0.169 -6.009
38 C -2.649 3.698 2.948
39 C 3.608 2.667 -3.602
40 C 3.247 2.796 2.132
41 C -1.518 1.090 -4.384
42 C -7.393 -7.088 -0.070
43 C 5.328 -0.846 2.577
44 C -0.498 3.940 3.948
45 C -3.063 -2.486 -1.381
46 H -0.081 -4.048 -0.927
47 H -2.890 4.622 1.027
48 H 6.635 0.652 3.331
49 H 0.969 5.042 2.861
50 H -4.497 -2.123 0.171
51 H 2.784 3.738 2.356
52 H 3.231 -2.903 2.926
53 H -2.101 2.870 4.864
54 H 4.387 2.406 -5.583
55 H 0.747 -0.880 4.434
56 H -5.684 -7.415 1.183
57 H 1.213 -2.293 1.969
58 H 1.074 -0.661 -6.643
59 H 2.485 2.123 1.769
60 H -2.258 1.558 -3.749
61 H -5.286 -4.997 1.575
62 H -0.205 -1.912 3.633
63 H -3.662 3.319 2.979
64 H 5.493 -1.422 3.472
65 H 5.027 1.471 5.633
66 H 2.974 0.735 4.279
67 H -1.454 -2.982 -2.707
68 H -0.572 5.482 0.961
69 H 4.243 1.911 -3.162
70 H 4.018 -1.696 1.139
71 H 1.454 -0.604 2.247
72 H -9.050 -6.454 -1.275
73 H -0.382 2.874 -4.728
74 H -8.657 -4.037 -0.853
75 H 2.908 4.138 -6.581
76 H 2.646 3.135 -1.747
77 H 4.254 1.323 0.195
78 H 1.272 1.759 -6.178
79 H 3.229 -1.529 3.975
80 H 5.883 1.088 1.839
81 H -3.658 -2.020 -2.150
82 H -3.123 -3.209 1.937
83 H -7.563 -8.141 -0.248
84 H 3.471 -0.167 1.715
85 H 1.193 4.893 -2.750
86 H 5.530 3.327 3.922
87 H 3.203 3.144 4.920
88 H -0.790 -1.967 -5.643
89 H 6.028 -1.239 1.852

Calculated values
Molar mass ... 710.65 g/mol
HOMO-LUMO gap ... 0.247 Ha
Electronic energy ... -58759.286 eV
Highest occupied orbital energy ... -4.69 eV
Net charge ... -1

Atom charges from the Löwdin analysis, given in e for atoms 1 to 8:
1 Nb 1.149
2 F 0.039
3 F 0.042
4 F 0.053
5 F 0.052
6 F 0.049
7 O -0.098
8 O -0.276

=====

[6]
ORCA calculation (ωB97M-V/def2-TZVPD) on a cluster of 11 separate species, C12H46N6O11 in total at a distorted geometry.

Element x y z (Å)
1 O -0.537 -0.044 3.508
2 O -1.081 1.288 0.818
3 O -1.601 1.647 -3.578
4 O 1.415 3.598 0.790
5 O -2.302 2.009 3.099
6 O 2.454 -2.671 -0.182
7 O -1.017 -1.944 -4.782
8 O 2.224 -0.070 -0.276
9 O -4.216 2.623 -0.917
10 O 3.195 -2.996 3.761
11 O 1.403 1.697 -2.963
12 N 1.718 -0.827 3.802
13 N 2.650 -0.262 -2.938
14 N 2.241 0.671 -4.841
15 N 1.406 1.016 1.656
16 N 0.462 -1.021 5.462
17 N 3.434 0.152 1.795
18 C 2.108 0.683 -3.584
19 C -2.493 0.656 -3.250
20 C 2.383 0.388 1.071
21 C -3.504 1.227 3.160
22 C 0.516 -0.736 4.221
23 C 0.288 4.115 0.193
24 C -5.384 3.094 -1.551
25 C 2.140 -3.651 3.027
26 C -1.126 0.369 -0.211
27 C 1.931 -3.294 -1.283
28 C -0.798 -1.001 0.418
29 C -0.010 -2.065 -3.711
30 H 3.902 -3.014 3.183
31 H 4.131 -0.542 1.417
32 H 0.214 -1.131 0.751
33 H 0.872 -3.310 -1.288
34 H -2.175 0.372 -0.540
35 H 2.611 -0.158 -1.927
36 H 1.322 1.219 2.634
37 H 2.285 -2.914 -2.220
38 H -1.163 1.296 -4.302
39 H 1.140 -1.465 6.165
40 H -2.007 1.519 1.015
41 H 0.403 5.185 0.004
42 H -4.348 2.558 0.045
43 H -5.561 2.742 -2.559
44 H -4.404 1.815 3.197
45 H -0.687 4.065 0.705
46 H -3.478 0.641 4.074
47 H -0.506 -0.772 5.796
48 H -1.076 -1.738 -0.361
49 H -0.871 -2.593 -5.450
50 H 2.406 -4.284 -1.248
51 H 0.477 -3.026 -3.757
52 H -5.289 4.166 -1.676
53 H -3.671 0.667 2.261
54 H -0.373 -2.107 -2.700
55 H 1.940 -3.126 2.127
56 H 2.389 -4.648 2.840
57 H 2.783 -0.081 -5.310
58 H 0.544 -1.292 -3.945
59 H -1.533 -1.424 1.150
60 H 3.113 -1.157 -3.430
61 H -2.936 1.052 -2.355
62 H 3.747 0.718 2.567
63 H -0.606 0.688 -1.079
64 H 2.154 1.569 -5.342
65 H -3.185 0.533 -4.038
66 H -1.985 -0.241 -3.046
67 H 0.262 3.572 -0.703
68 H 1.439 2.609 1.064
69 H 0.437 0.908 1.184
70 H 1.936 -1.899 -0.135
71 H -6.246 2.863 -0.855
72 H 1.182 -3.670 3.594
73 H 1.925 -0.362 2.906
74 H -1.583 1.347 2.967
75 H 2.171 -1.801 3.904

Calculated values
Molar mass ... 450.53 g/mol
HOMO-LUMO gap ... 0.307 Ha
Electronic energy ... -44644.915 eV
SMILES ... NC(N)=O.NC(N)=O.NC(N)=O.CCO.CO.CO.CO.CO.CO.CO.CO
Highest occupied orbital energy ... -8.23 eV
Energy relative to the best compared isomer or geometry (same formula, charge and spin) ... 272.8 kcal per mole

Atom charges from the Löwdin analysis, given in e for atoms 1 to 8:
1 O -0.149
2 O -0.123
3 O -0.069
4 O -0.151
5 O -0.154
6 O -0.113
7 O -0.109
8 O -0.140

=====

Which of these has the highest electronic energy? C5H10O

=====

Which value of HOMO-LUMO gap does entry 3 give? 0.328 Ha

=====

Which of these has the lowest highest occupied orbital energy? C24H42ClF3N3O7